# 1
Computed, not measured: 2 unconnected molecules or ions with the total composition C3H10N4O, with the ωB97M-V functional and the def2-TZVPD basis.

## Properties
Gap between HOMO and LUMO (eV): 8.97
ΔE to the lowest compared entry with this formula, charge and spin (kcal/mol): 220.8

XYZ file:
```
18
C3H10N4O the ωB97M-V functional and the def2-TZVPD basis
C 1.73 -0.90 -0.42
C 0.63 1.56 -0.07
C -1.40 0.24 -0.03
H 2.36 0.21 -0.37
H 1.47 -1.08 -1.53
H 2.38 -1.97 -0.03
H 1.06 -0.55 1.56
H 1.84 1.27 -0.07
H 0.48 2.04 -1.19
H 0.39 2.46 0.57
H -2.96 1.02 -0.31
H -2.39 -0.85 1.29
H -0.71 -1.66 0.41
N 0.75 -0.62 0.60
N -0.06 0.34 0.10
N -2.11 1.34 -0.17
N -2.13 -0.86 -0.06
O -1.31 -2.00 -0.29
```

Charges per atom according to Löwdin partitioning, unit e: number 1, C, carries -0.1213; number 2, C, carries -0.1008; number 3, C, carries -0.5623; number 4, H, carries 0.0796; number 5, H, carries 0.1092; number 6, H, carries 0.1550; number 7, H, carries 0.1442; number 8, H, carries 0.0844; number 9, H, carries 0.1401; number 10, H, carries 0.0910; number 11, H, carries -0.0375; number 12, H, carries 0.2761; number 13, H, carries 0.0401; number 14, N, carries -0.1501; number 15, N, carries -0.1951; number 16, N, carries 0.1434; number 17, N, carries -0.0160; number 18, O, carries -0.0801

# 2
Computed, not measured: 2 unconnected molecules or ions with the total composition C3H10N4O, with the ωB97M-V functional and the def2-TZVPD basis.

## Properties
Gap between HOMO and LUMO (eV): 8.72
SMILES: [H]/N=C(/C)O.N/C=N/N
ΔE to the lowest compared entry with this formula, charge and spin (kcal/mol): 72.7

XYZ file:
```
18
C3H10N4O the ωB97M-V functional and the def2-TZVPD basis
H 1.60 2.12 0.91
N 0.80 1.86 1.49
C -0.06 1.31 0.71
C -1.45 0.98 1.18
O 0.03 1.63 -0.68
H -2.09 0.66 0.36
H -1.39 0.18 1.92
H -1.89 1.86 1.66
H -0.73 1.29 -1.18
N 0.43 -1.85 0.93
C 0.61 -1.05 -0.17
N -0.15 -1.20 -1.24
N 0.36 -0.72 -2.38
H 1.14 -1.82 1.65
H -0.06 -2.73 0.80
H 1.64 -0.65 -0.27
H -0.15 -1.05 -3.19
H 1.37 -0.84 -2.48
```

Charges per atom according to Löwdin partitioning, unit e: number 1, H, carries 0.0551; number 2, N, carries 0.1271; number 3, C, carries -0.5423; number 4, C, carries -0.0407; number 5, O, carries -0.0340; number 6, H, carries 0.0749; number 7, H, carries 0.0746; number 8, H, carries 0.0884; number 9, H, carries 0.0825; number 10, N, carries 0.0664; number 11, C, carries -0.3238; number 12, N, carries -0.0776; number 13, N, carries -0.0479; number 14, H, carries 0.0927; number 15, H, carries 0.0938; number 16, H, carries 0.1329; number 17, H, carries 0.0884; number 18, H, carries 0.0894

# 3
Computed, not measured: a molecular structure, C3H10N4O, with the ωB97M-V functional and the def2-TZVPD basis.

## Properties
Gap between HOMO and LUMO (eV): 9.09
ΔE to the lowest compared entry with this formula, charge and spin (kcal/mol): 185.2

XYZ file:
```
18
C3H10N4O the ωB97M-V functional and the def2-TZVPD basis
C 1.94 0.42 0.66
C 1.46 -1.64 -0.46
C -0.29 -0.07 0.05
H 2.88 0.66 -0.05
H 2.36 -0.12 1.57
H 1.35 1.34 1.17
H 2.19 -2.06 0.65
H 0.27 -2.25 -0.65
H 2.22 -1.56 -1.58
H -1.70 1.21 -0.14
H 0.32 1.60 -1.20
H -2.70 -0.62 1.09
H -3.17 -1.24 -0.39
N 1.07 -0.28 -0.09
N -0.73 1.16 0.29
N -1.12 -1.10 -0.01
N -2.38 -0.67 0.17
O -0.07 2.12 -0.56
```

Charges per atom according to Löwdin partitioning, unit e: number 1, C, carries -0.1733; number 2, C, carries -0.1143; number 3, C, carries -0.4439; number 4, H, carries 0.1314; number 5, H, carries 0.0804; number 6, H, carries 0.1370; number 7, H, carries 0.1540; number 8, H, carries 0.1434; number 9, H, carries 0.1404; number 10, H, carries 0.1477; number 11, H, carries 0.0385; number 12, H, carries 0.0511; number 13, H, carries 0.1480; number 14, N, carries -0.3037; number 15, N, carries 0.0144; number 16, N, carries -0.0515; number 17, N, carries -0.0802; number 18, O, carries -0.0193

Ordered F_max results: 7.383 4.333 6.301; unit eV/A.
Ordered lowest unoccupied orbital energy results: 0.187 0.995 0.879; unit eV.
Ordered electronic energy results: -11272.627 -11279.049 -11274.171; unit eV.